# 1
Density functional theory data (ωB97M-V with the def2-TZVPD basis set) for a molecular structure, C18H18NO4Yb at a distorted geometry.

Last column: Mulliken spin population.
Geometry (Å):
C -3.013 1.984 1.156  0.00
C -2.069 3.030 0.882  0.01
C -1.472 2.753 -0.377  0.00
H -1.868 3.892 1.530  0.00
C -2.107 1.581 -0.916  0.00
C -3.042 1.091 0.022  0.00
H -3.741 0.259 -0.116  0.00
H -3.787 1.963 1.917  0.00
H -0.741 3.401 -0.884  0.00
H -1.896 1.183 -1.912  0.00
C 1.446 0.422 2.552  0.00
C 0.652 1.198 3.418  0.01
C -0.470 0.384 3.855  -0.01
H 0.837 2.202 3.766  0.00
C -0.290 -0.921 3.256  0.00
C 0.844 -0.882 2.450  0.00
H 1.291 -1.698 1.884  0.00
H 2.374 0.740 2.071  0.00
H -1.052 0.578 4.745  0.00
H -0.942 -1.765 3.454  0.00
Yb -0.814 0.918 1.356  1.00
O 0.781 -0.268 -0.711  0.00
C 1.229 0.607 -1.774  0.00
C 0.621 -0.494 -2.505  0.00
H 0.766 1.594 -1.986  0.00
H 2.323 0.567 -1.863  0.00
H -0.406 -0.372 -2.872  0.00
H 0.048 -2.087 -4.615  0.00
C 0.926 -2.407 -4.040  0.00
C 1.273 -1.711 -2.846  0.00
C 2.374 -2.186 -2.091  0.00
H 2.585 -1.668 -1.157  0.00
C 3.109 -3.274 -2.529  0.00
H 3.926 -3.640 -1.905  0.00
C 2.797 -3.916 -3.735  0.00
H 3.409 -4.748 -4.081  0.00
C 1.702 -3.463 -4.492  0.00
H 1.456 -3.979 -5.426  0.00
O -3.400 2.614 4.036  0.00
N -2.260 2.341 3.692  0.00
O -1.273 3.085 3.749  0.00
O -2.125 1.093 3.040  0.00

Forces on atoms 1 to 2 (eV/Å):
-1.69 1.11 -2.61
-0.76 -0.39 0.13

frontier orbital gap (alpha / beta) = 6.07 / 6.07 eV
ΔE to the lowest compared entry with this formula, charge and spin = 79.6 kcal per mole
HOMO energy (alpha / beta) = -0.2505 / -0.2503 Ha
charge = 0
<S²> = 0.751
multiplicity = 2
E_LUMO (alpha / beta) = -0.027 / -0.027 Eh

# 2
Density functional theory data (ωB97M-V with the def2-TZVPD basis set) for a molecular structure, C18H19B2F15HgNO20P2S at a distorted geometry.

Last column: Löwdin charge in e.
Geometry (Å):
Hg -22.234 -10.598 -5.730  1.03
O -23.917 -2.973 -10.688  0.12
C -23.409 -3.573 -9.764  -0.35
O -22.151 -3.999 -9.613  0.21
B -21.904 -4.537 -8.269  -0.97
O -23.171 -4.397 -7.562  0.22
C -24.135 -4.033 -8.405  -0.27
O -25.400 -3.988 -8.171  0.06
O -20.821 -3.865 -7.560  0.21
C -19.986 -4.813 -6.968  -0.27
O -18.982 -4.666 -6.251  0.09
C -20.667 -6.180 -7.331  -0.32
O -21.552 -5.939 -8.294  0.25
O -20.441 -7.294 -6.807  0.06
O -28.322 -6.071 -11.865  0.13
C -27.347 -6.642 -12.300  -0.40
O -26.850 -7.711 -11.757  0.24
B -25.650 -8.218 -12.465  -0.94
O -25.586 -7.389 -13.651  0.23
C -26.544 -6.422 -13.610  -0.27
O -26.759 -5.532 -14.478  0.07
O -24.499 -8.147 -11.540  0.25
C -24.442 -9.328 -10.915  -0.31
O -23.852 -9.541 -9.869  0.21
C -25.225 -10.309 -11.780  -0.31
O -25.702 -9.602 -12.791  0.27
O -25.357 -11.523 -11.588  0.17
P -26.784 -8.559 -5.693  0.17
F -26.268 -9.591 -4.563  -0.20
F -26.756 -7.347 -4.568  -0.20
F -25.263 -8.306 -5.852  -0.18
F -27.116 -7.564 -6.933  -0.17
F -26.668 -9.737 -6.850  -0.20
F -28.427 -8.805 -5.444  -0.21
P -19.421 -14.138 -9.665  0.27
F -20.915 -14.827 -9.965  -0.22
F -19.841 -13.059 -10.776  -0.17
F -20.218 -13.134 -8.619  -0.23
F -17.926 -13.452 -9.376  -0.21
F -19.320 -15.227 -8.445  -0.20
F -18.595 -15.155 -10.742  -0.23
C -27.022 -15.103 -5.233  -0.69
F -26.938 -14.754 -3.964  0.16
F -27.498 -16.309 -5.410  0.15
F -27.812 -14.273 -5.893  0.15
S -25.310 -15.017 -6.161  0.58
O -24.435 -15.887 -5.378  -0.27
O -25.610 -15.551 -7.489  -0.23
O -24.802 -13.595 -6.197  -0.25
C -20.569 -9.290 0.062  -0.03
C -20.182 -9.019 -1.428  -0.43
C -18.800 -8.284 -1.459  -0.17
C -17.643 -9.122 -0.957  -0.17
C -17.648 -10.392 -1.912  -0.10
C -18.999 -11.210 -1.998  -0.47
N -20.145 -10.307 -2.195  -0.14
O -21.346 -10.954 -2.177  -0.04
C -18.957 -12.183 -3.231  -0.03
C -19.020 -12.104 -0.732  -0.05
C -21.242 -8.041 -2.095  -0.02
H -21.624 -9.426 0.298  0.08
H -20.224 -8.485 0.711  0.08
H -20.069 -10.171 0.465  0.05
H -18.659 -7.894 -2.467  0.12
H -18.877 -7.315 -0.965  0.11
H -17.680 -9.274 0.122  0.10
H -16.746 -8.552 -1.199  0.10
H -16.852 -11.038 -1.542  0.11
H -17.412 -9.927 -2.869  0.12
H -18.020 -12.736 -3.153  0.07
H -19.725 -12.949 -3.335  0.08
H -18.884 -11.666 -4.188  0.08
H -19.978 -12.539 -0.446  0.08
H -18.471 -13.021 -0.945  0.08
H -18.469 -11.583 0.051  0.07
H -22.254 -8.445 -2.116  0.07
H -21.122 -7.676 -3.115  0.08
H -21.450 -7.210 -1.422  0.08
H -21.354 -11.395 -1.325  0.08

Forces on atoms 1 to 2 (eV/Å):
-0.44 0.07 -0.34
1.18 -0.93 1.28

frontier orbital gap = 1.78 eV
ΔE to the lowest compared entry with this formula, charge and spin = 235.0 kcal per mole
HOMO energy = -0.1365 Ha
charge = -3
multiplicity = 1
E_LUMO = -0.071 Eh

# 3
Density functional theory data (ωB97M-V with the def2-TZVPD basis set) for a molecular structure, C18H19BN4OPtS2Te at a distorted geometry.

Last column: Löwdin charge in e.
Geometry (Å):
Pt 0.442 -0.127 0.473  0.27
S 1.126 0.725 2.624  0.44
C 2.827 0.372 2.699  -0.71
C 3.468 0.630 3.911  -0.17
C 4.821 0.424 4.080  -0.15
C 5.577 -0.037 3.013  -0.15
C 4.966 -0.298 1.805  -0.18
C 3.594 -0.120 1.623  -0.74
S 2.944 -0.511 0.062  0.51
H 2.865 1.018 4.720  0.08
H 5.287 0.635 5.035  0.08
H 6.642 -0.198 3.126  0.08
H 5.556 -0.629 0.960  0.08
Te -0.770 -2.092 1.839  0.69
C -1.495 -3.510 0.445  -0.67
C -1.765 -4.807 0.869  -0.20
C -2.304 -5.744 0.013  -0.14
C -2.584 -5.408 -1.302  -0.15
C -2.285 -4.130 -1.747  -0.12
C -1.747 -3.196 -0.885  -0.16
H -1.548 -5.074 1.894  0.07
H -2.502 -6.748 0.371  0.08
H -3.023 -6.140 -1.970  0.08
H -2.476 -3.857 -2.777  0.09
H -1.505 -2.209 -1.248  0.05
B 0.528 0.137 -4.079  -0.46
C 0.248 -0.223 -2.597  -0.22
N -0.002 -0.484 -1.496  -0.07
H -0.381 -0.279 -4.756  -0.01
H 1.576 -0.381 -4.391  -0.01
H 0.607 1.352 -4.141  -0.02
C -4.237 3.611 -0.201  -0.06
N -2.838 3.335 -0.363  -0.06
C -2.052 4.182 -1.094  -0.05
C -0.725 3.909 -1.260  -0.02
C -0.200 2.790 -0.583  -0.38
N -0.976 1.971 0.143  0.12
C -2.292 2.166 0.265  -0.51
O -3.059 1.446 0.874  0.03
N 1.134 2.535 -0.570  0.14
H -4.408 4.550 0.337  0.09
H -4.646 2.788 0.386  0.08
H -4.738 3.658 -1.173  0.09
H -2.540 5.062 -1.492  0.12
H -0.086 4.548 -1.846  0.10
H 1.651 2.773 -1.404  0.10
H 1.329 1.583 -0.193  -0.05

Forces on atoms 1 to 2 (eV/Å):
1.18 -0.90 1.62
-0.92 -0.58 -1.36

frontier orbital gap = 4.67 eV
ΔE to the lowest compared entry with this formula, charge and spin = 68.1 kcal per mole
HOMO energy = -0.0131 Ha
charge = -2
multiplicity = 1
E_LUMO = 0.159 Eh

# 4
Density functional theory data (ωB97M-V with the def2-TZVPD basis set) for a molecular structure, C18H19BN6Pb at a distorted geometry.

Last column: Löwdin charge in e.
Geometry (Å):
C 3.239 0.295 -0.975  -0.05
N 1.954 0.363 -1.356  -0.12
N 1.909 0.118 -2.714  -0.04
C 3.176 -0.075 -3.165  0.00
C 4.058 0.025 -2.091  0.02
B 0.574 0.169 -3.567  -0.48
N -0.486 -0.975 -3.290  -0.04
N -1.205 -1.079 -2.116  -0.11
C -2.045 -2.118 -2.247  -0.05
C -1.901 -2.696 -3.525  0.03
C -0.909 -1.941 -4.149  0.01
Pb -0.021 -0.006 -0.762  1.63
N -0.117 1.519 -3.258  -0.03
N -0.516 1.718 -1.978  -0.10
C -1.085 2.932 -1.915  -0.05
C -1.055 3.537 -3.189  0.01
C -0.429 2.602 -4.016  0.02
H -1.482 3.303 -0.970  0.14
H -0.185 2.626 -5.077  0.15
H -1.435 4.518 -3.470  0.13
H 0.888 0.098 -4.735  0.14
H -0.476 -2.014 -5.146  0.15
H 3.357 -0.263 -4.223  0.15
H -2.450 -3.540 -3.940  0.13
H 5.142 -0.072 -2.113  0.13
H -2.706 -2.387 -1.423  0.14
H 3.502 0.448 0.071  0.14
H -1.783 -0.686 1.011  -0.06
C -1.994 -1.459 1.767  -0.06
H -2.848 -2.072 1.437  0.04
H -1.108 -2.101 1.893  0.05
H -2.238 -0.976 2.727  0.04
C 0.299 -0.060 1.410  -0.15
C 0.191 -0.029 2.624  -0.11
C 0.055 0.010 4.050  -0.24
C -1.077 0.517 4.737  -0.01
C -1.030 0.643 6.133  -0.05
C 0.051 0.123 6.839  -0.04
C 1.063 -0.559 6.164  -0.04
C 1.094 -0.559 4.774  -0.03
H -1.978 0.840 4.226  0.11
H -1.825 1.132 6.681  0.12
H 0.085 0.225 7.913  0.12
H 1.840 -1.063 6.713  0.11
H 1.907 -1.029 4.237  0.12

Forces on atoms 1 to 2 (eV/Å):
0.62 -0.32 0.01
0.92 -0.43 -1.71

frontier orbital gap = 5.60 eV
ΔE to the lowest compared entry with this formula, charge and spin = 0.0 kcal per mole
HOMO energy = -0.5163 Ha
charge = +2
multiplicity = 1
E_LUMO = -0.311 Eh

# 5
Density functional theory data (ωB97M-V with the def2-TZVPD basis set) for a molecular structure, C18H19BN6Sn at a distorted geometry.

Last column: Löwdin charge in e.
Geometry (Å):
H -0.383 2.701 0.552  0.11
N 0.062 1.623 -1.202  -0.09
B 0.747 0.722 -3.452  -0.44
N 0.619 1.911 -2.417  -0.01
C 0.861 3.235 -2.475  -0.05
Sn -0.413 -0.416 -0.598  1.12
H 1.294 3.658 -3.370  0.12
C 0.486 3.788 -1.240  -0.05
H 0.571 4.811 -0.920  0.09
C -0.005 2.743 -0.473  -0.11
H 1.182 1.095 -4.511  0.12
C -1.805 -2.431 0.472  -0.20
H -2.190 -2.694 1.473  0.02
H -0.857 -2.972 0.307  0.01
H -2.558 -2.716 -0.270  0.01
N -0.683 0.117 -3.574  -0.02
N 1.674 -0.400 -2.821  -0.01
N -1.361 -0.346 -2.480  -0.15
N 1.339 -0.981 -1.627  -0.12
C -1.476 0.013 -4.647  -0.06
C 2.797 -0.984 -3.273  -0.06
H -1.132 0.346 -5.605  0.12
H 3.253 -0.659 -4.203  0.13
C -2.684 -0.546 -4.242  -0.06
C 3.190 -1.930 -2.338  -0.06
C -2.579 -0.770 -2.870  -0.11
C 2.256 -1.923 -1.316  -0.10
H -3.524 -0.763 -4.861  0.09
H 4.074 -2.547 -2.381  0.10
H -3.305 -1.191 -2.187  0.11
H 2.183 -2.538 -0.428  0.12
H -1.730 -1.253 0.529  -0.10
C -0.093 0.251 1.414  -0.20
C -0.051 0.189 2.647  -0.14
C -0.004 0.149 4.058  -0.27
C -1.071 0.692 4.805  -0.05
C -1.041 0.647 6.193  -0.09
C 0.056 0.053 6.843  -0.10
C 1.110 -0.515 6.105  -0.09
C 1.076 -0.468 4.716  -0.05
H -1.913 1.127 4.261  0.11
H -1.874 1.065 6.760  0.10
H 0.086 0.025 7.935  0.10
H 1.949 -1.002 6.605  0.10
H 1.867 -0.914 4.106  0.11

Forces on atoms 1 to 2 (eV/Å):
0.22 0.03 -0.52
0.71 0.65 -0.43

frontier orbital gap = 5.36 eV
ΔE to the lowest compared entry with this formula, charge and spin = 70.9 kcal per mole
HOMO energy = -0.1750 Ha
charge = 0
multiplicity = 1
E_LUMO = 0.022 Eh

# 6
Density functional theory data (ωB97M-V with the def2-TZVPD basis set) for a molecular structure, C18H19BaIN2S at a distorted geometry.

Last column: Löwdin charge in e.
Geometry (Å):
C 0.961 1.282 1.549  -0.45
C 0.949 -1.484 1.624  -0.45
H 1.998 1.622 1.546  0.01
H 0.689 0.882 2.526  0.04
H 0.270 2.088 1.280  0.02
H 1.123 -2.462 1.165  0.01
H 1.810 -1.217 2.236  0.03
H 0.032 -1.492 2.217  0.02
C 0.905 2.515 -1.578  -0.10
C 0.987 3.318 -2.709  -0.02
C 0.898 2.713 -3.961  -0.02
C 0.731 1.336 -4.033  0.02
H 0.987 2.929 -0.579  0.11
H 1.127 4.388 -2.605  0.12
H 0.966 3.304 -4.870  0.12
H 0.677 0.847 -4.999  0.11
N 0.738 1.188 -1.645  -0.24
C 0.654 0.586 -2.855  -0.21
C 0.508 -0.882 -2.844  -0.21
N 0.542 -1.482 -1.630  -0.23
C 0.428 -2.813 -1.551  -0.10
C 0.243 -3.021 -3.925  -0.02
C 0.280 -3.623 -2.670  -0.02
H 0.467 -3.230 -0.550  0.11
H 0.199 -4.698 -2.553  0.12
C 0.355 -1.639 -4.011  0.02
H 0.324 -1.153 -4.979  0.11
H 0.128 -3.617 -4.825  0.12
Ba 0.811 -0.141 0.084  1.61
I 3.551 -0.284 -0.395  0.01
S -2.351 0.028 0.678  0.33
C -2.185 0.211 2.464  -0.75
C -2.235 -0.911 3.304  -0.16
C -2.068 -0.763 4.687  -0.10
C -1.860 0.505 5.236  -0.12
C -1.825 1.628 4.405  -0.10
C -1.990 1.483 3.023  -0.17
H -2.386 -1.898 2.888  0.09
H -2.095 -1.632 5.332  0.09
H -1.727 0.618 6.305  0.09
H -1.664 2.610 4.832  0.09
H -1.953 2.358 2.388  0.09

Forces on atoms 1 to 2 (eV/Å):
0.47 4.88 5.86
0.64 -4.60 6.09

frontier orbital gap (alpha / beta) = 5.00 / 5.00 eV
HOMO energy (alpha / beta) = -0.2350 / -0.2350 Ha
charge = 0
multiplicity = 1
E_LUMO (alpha / beta) = -0.051 / -0.051 Eh

# 7
Density functional theory data (ωB97M-V with the def2-TZVPD basis set) for C18H19BrN2O2 in the gas phase.

Last column: Löwdin charge in e.
Geometry (Å):
C 4.104 -8.222 2.346  -0.11
C 3.707 -6.882 1.741  -0.27
C 3.266 -7.031 0.287  -0.22
H 4.077 -7.468 -0.298  0.11
H 2.407 -7.703 0.240  0.11
C 2.866 -5.689 -0.324  -0.12
C 1.543 -5.190 0.241  -0.46
O 0.702 -5.922 0.708  0.08
N 1.408 -3.834 0.129  0.13
C 0.333 -3.022 0.496  -0.21
C 0.464 -1.657 0.251  0.05
C -0.560 -0.785 0.588  -0.22
C -1.724 -1.281 1.173  -0.04
C -1.845 -2.636 1.412  -0.07
C -0.829 -3.515 1.081  -0.02
H -0.929 -4.569 1.270  0.10
H -2.748 -3.018 1.865  0.11
H -2.526 -0.606 1.436  0.11
N -0.480 0.593 0.353  0.14
C 0.567 1.318 -0.127  -0.42
O 1.656 0.866 -0.414  0.08
C 0.272 2.781 -0.263  -0.13
C -0.976 3.256 -0.648  -0.08
C -1.163 4.620 -0.786  -0.67
C -0.139 5.521 -0.546  -0.12
C 1.105 5.039 -0.175  -0.06
C 1.313 3.679 -0.043  -0.01
H 2.281 3.288 0.231  0.12
H 1.912 5.732 0.005  0.11
H -0.312 6.581 -0.656  0.10
Br -2.876 5.270 -1.320  0.73
H -1.790 2.583 -0.876  0.11
H -1.307 1.106 0.626  0.13
H 1.363 -1.270 -0.200  0.10
H 2.178 -3.329 -0.288  0.14
H 3.651 -4.949 -0.157  0.11
H 2.729 -5.802 -1.404  0.13
H 4.554 -6.193 1.796  0.11
H 2.886 -6.453 2.318  0.11
H 4.926 -8.666 1.787  0.07
H 4.419 -8.097 3.379  0.07
H 3.263 -8.911 2.324  0.07

Forces on atoms 1 to 2 (eV/Å):
-0.03 0.26 0.02
-0.02 -0.25 -0.15

frontier orbital gap = 8.74 eV
ΔE to the lowest compared entry with this formula, charge and spin = 2.1 kcal per mole
HOMO energy = -0.3097 Ha
charge = 0
multiplicity = 1
E_LUMO = 0.011 Eh

# 8
Density functional theory data (ωB97M-V with the def2-TZVPD basis set) for C18H19BrN2O2 in the gas phase at a distorted geometry.

Last column: Löwdin charge in e.
Geometry (Å):
O 1.633 -2.633 2.650  0.07
Br 0.905 -0.534 -6.862  0.77
N -0.149 2.946 1.195  0.06
O 2.425 -0.263 0.232  -0.10
C 1.703 -1.694 1.888  -0.33
C -0.546 3.657 0.079  -0.05
C 0.260 1.738 1.188  -0.15
C 1.653 0.248 -4.243  -0.12
C -0.679 0.552 -4.706  -0.10
C 1.457 0.625 -2.933  -0.02
C -0.817 1.010 -3.444  -0.05
C -0.463 2.977 -1.186  0.02
C 0.597 0.031 -5.116  -0.69
C 0.206 0.986 -2.513  -0.21
C 0.007 1.636 -1.234  -0.13
C 0.345 1.054 -0.007  -0.06
N 0.523 -1.083 1.305  -0.01
C 2.993 -1.299 1.089  -0.01
C 0.990 -0.369 0.061  -0.21
C -2.576 -2.288 3.184  -0.08
C -1.470 -0.114 3.425  -0.08
C -0.826 -1.588 1.399  -0.10
C -1.265 -1.547 2.948  -0.38
H -0.721 4.699 0.111  0.09
H 0.871 1.477 2.018  0.12
H 2.635 0.191 -4.603  0.09
H -1.489 0.488 -5.345  0.08
H 2.406 0.839 -2.363  0.15
H -1.877 1.207 -3.180  0.14
H -0.733 3.497 -2.083  0.10
H 3.733 -0.837 1.694  0.12
H 3.382 -2.041 0.443  0.12
H 0.775 -0.917 -0.828  0.14
H -3.404 -1.901 2.645  0.07
H -2.834 -2.375 4.253  0.09
H -2.414 -3.337 2.915  0.08
H -0.634 0.582 3.640  0.08
H -1.984 -0.126 4.342  0.05
H -2.018 0.305 2.563  0.09
H -1.507 -1.189 0.664  0.13
H -0.618 -2.648 1.152  0.13
H -0.475 -1.963 3.563  0.11

Forces on atoms 1 to 2 (eV/Å):
0.29 0.69 0.39
-0.01 -0.21 -0.41

frontier orbital gap = 9.19 eV
ΔE to the lowest compared entry with this formula, charge and spin = 89.5 kcal per mole
HOMO energy = -0.3295 Ha
charge = 0
multiplicity = 1
E_LUMO = 0.008 Eh